No. 1
ORCA calculation (wB97M-V/def2-TZVPD) on a molecular structure, C5H10O5S2Tl at a distorted geometry.

## Properties
**Spin multiplicity**: 1
**Orbital gap**: 0.12636 Eh
**Charge**: +3
**Strongest force on any atom**: 3.74 eV Å⁻¹
**Total energy**: -41905.06242 eV

Each line ends with the natural charge from an NBO analysis.
Positions of all 23 atoms, in Å:
1 C 3.18 -0.07 0.38  -0.8030
2 S 1.84 -0.89 -0.57  2.0576
3 O 2.00 -0.57 -1.95  -0.6793
4 O 1.90 -2.26 -0.19  -0.7053
5 C 0.08 -0.26 -0.10  -0.3458
6 C -0.67 0.53 -1.16  -0.4523
7 C -1.83 1.23 -0.40  -0.6499
8 S -2.66 0.26 0.87  2.2622
9 O -3.97 -0.24 0.54  -0.5178
10 O -2.80 1.07 2.06  -0.5416
11 O -1.71 -0.94 1.27  -0.4488
12 C -0.83 -1.48 0.28  -0.1015
13 H 2.86 -0.01 1.42  0.2590
14 H 4.04 -0.74 0.34  0.3720
15 H 3.43 0.93 0.00  0.2309
16 H 0.19 0.41 0.79  0.2295
17 H -1.10 -0.15 -1.90  0.2870
18 H -0.06 1.26 -1.70  0.3022
19 H -1.41 2.06 0.19  0.2786
20 H -2.58 1.66 -1.07  0.3605
21 H -0.31 -2.37 0.64  0.3158
22 H -1.45 -1.72 -0.59  0.2792
23 Tl 1.88 2.33 0.87  1.0106

---

No. 2
ORCA calculation (wB97M-V/def2-TZVPD) on 3 unconnected molecules or ions with the total composition C5H10OS at a distorted geometry.

## Properties
**Spin multiplicity**: 1
**Energy above the lowest of the compared OMol25 structures with the same formula, charge and spin**: 200.6 kcal/mol
**Orbital gap**: 0.12376 Eh
**Strongest force on any atom**: 9.45 eV Å⁻¹
**Total energy**: -18221.19937 eV

Each line ends with the natural charge from an NBO analysis.
Positions of all 17 atoms, in Å:
1 O 2.20 -1.61 -0.25  -0.4314
2 C 2.18 -0.42 -0.77  0.3397
3 C -1.07 -0.63 -1.36  -0.6686
4 C -1.56 -1.31 -0.08  -0.1798
5 C -0.68 -1.61 0.86  -0.3923
6 S -1.24 2.29 1.01  0.0274
7 C 0.58 2.36 0.73  -0.7805
8 H 2.55 0.40 0.00  0.1754
9 H 0.02 -0.94 -1.44  0.2079
10 H -1.10 0.60 -1.18  0.2312
11 H -1.71 -1.09 -2.23  0.2314
12 H -2.54 -1.74 0.02  0.2019
13 H -0.83 -2.31 1.66  0.1926
14 H 0.24 -1.12 1.02  0.1715
15 H 0.83 3.12 -0.01  0.2322
16 H 1.10 2.59 1.70  0.2239
17 H 1.03 1.41 0.33  0.2176

---

No. 3
ORCA calculation (wB97M-V/def2-TZVPD) on C5H10OS2 in the gas phase at a distorted geometry.

## Properties
**Spin multiplicity**: 1
**Energy above the lowest of the compared OMol25 structures with the same formula, charge and spin**: 92.7 kcal/mol
**Orbital gap**: 0.34043 Eh
**Strongest force on any atom**: 8.66 eV Å⁻¹
**SMILES string**: C1COCSCSC1
**Total energy**: -29060.89602 eV

Each line ends with the natural charge from an NBO analysis.
Positions of all 18 atoms, in Å:
1 C 0.79 -0.77 -1.96  -0.4348
2 C -0.32 0.30 -2.29  -0.0443
3 O -0.26 1.28 -1.29  -0.6172
4 C -0.74 1.38 0.07  -0.3220
5 S 0.20 1.33 1.46  0.3322
6 C -0.40 -0.34 1.78  -0.7448
7 S -0.16 -1.72 0.72  0.2489
8 C 0.98 -1.07 -0.50  -0.5646
9 H 1.73 -0.31 -2.30  0.2116
10 H 0.63 -1.48 -2.83  0.2109
11 H -1.41 -0.15 -2.23  0.1603
12 H -0.05 0.77 -3.30  0.2002
13 H -1.23 2.53 -0.15  0.2329
14 H -1.58 0.50 0.02  0.1960
15 H -1.52 -0.24 1.59  0.2311
16 H -0.10 -0.34 2.89  0.2457
17 H 1.46 -0.28 -0.17  0.2249
18 H 1.72 -1.90 -0.65  0.2331

---

No. 4
ORCA calculation (wB97M-V/def2-TZVPD) on 2 unconnected molecules or ions with the total composition C5H10OS2 at a distorted geometry.

## Properties
**Spin multiplicity**: 2
**Energy above the lowest of the compared OMol25 structures with the same formula, charge and spin**: 0.0 kcal/mol
**Orbital gap (alpha / beta)**: 0.20762 / 0.21415 Eh
**Charge**: +1
**Strongest force on any atom**: 2.08 eV Å⁻¹
**<S²>**: 0.77
**Total energy**: -29052.07312 eV

Each line ends with the Löwdin spin population.
Positions of all 18 atoms, in Å:
1 C 1.68 0.17 -0.12  0.0117
2 C 1.98 0.91 -1.34  0.0035
3 O 0.84 1.22 -0.57  0.0200
4 C 1.09 -1.20 -0.17  -0.0003
5 S 0.10 -1.59 -1.52  0.0950
6 S -0.54 0.24 1.90  0.7268
7 C -1.89 0.04 0.80  0.0940
8 C -2.92 1.20 0.90  0.0010
9 H 2.19 0.43 0.80  0.0018
10 H 1.79 0.46 -2.31  0.0018
11 H 2.80 1.60 -1.33  0.0002
12 H 1.84 -1.95 -0.03  -0.0010
13 H 0.41 -1.33 0.75  0.0013
14 H -2.34 -0.90 1.03  0.0305
15 H -1.45 -0.07 -0.21  0.0133
16 H -3.46 1.26 -0.03  0.0006
17 H -3.51 1.06 1.81  -0.0001
18 H -2.41 2.12 1.08  0.0002

---

No. 5
ORCA calculation (wB97M-V/def2-TZVPD) on C5H10S in the gas phase at a distorted geometry.

## Properties
**Spin multiplicity**: 1
**Energy above the lowest of the compared OMol25 structures with the same formula, charge and spin**: 85.8 kcal/mol
**Orbital gap**: 0.34412 Eh
**Strongest force on any atom**: 6.59 eV Å⁻¹
**SMILES string**: C[C@@H]1CCSC1
**Total energy**: -16178.75782 eV

Each line ends with the natural charge from an NBO analysis.
Positions of all 16 atoms, in Å:
1 C 1.95 0.44 -1.40  -0.6150
2 C 0.95 0.16 -0.27  -0.2717
3 C 0.63 -1.27 0.05  -0.4497
4 C -0.38 -0.91 1.14  -0.5363
5 S -1.65 0.26 0.50  0.2083
6 C -0.22 1.00 -0.33  -0.5085
7 H 1.82 0.07 -2.55  0.2167
8 H 3.02 0.05 -1.00  0.2039
9 H 2.26 1.47 -1.72  0.2280
10 H 1.56 0.45 0.63  0.1982
11 H 0.03 -1.63 -0.75  0.2120
12 H 1.61 -1.69 0.34  0.2326
13 H -1.12 -1.93 1.59  0.2372
14 H 0.60 -0.45 1.89  0.2039
15 H -0.11 2.01 -0.05  0.2275
16 H -0.79 0.94 -1.43  0.2128

---

No. 6
ORCA calculation (wB97M-V/def2-TZVPD) on C5H10S2 in the gas phase at a distorted geometry.

## Properties
**Spin multiplicity**: 1
**Energy above the lowest of the compared OMol25 structures with the same formula, charge and spin**: 4.9 kcal/mol
**Orbital gap**: 0.31521 Eh
**Strongest force on any atom**: 2.05 eV Å⁻¹
**SMILES string**: CC(=S)SC(C)C
**Total energy**: -27016.97243 eV

Each line ends with the natural charge from an NBO analysis.
Positions of all 17 atoms, in Å:
1 C 1.81 1.12 0.45  -0.6882
2 C 2.16 -0.24 -0.07  -0.2889
3 S 3.70 -0.78 -0.29  -0.0034
4 S 0.81 -1.24 -0.51  0.3422
5 C -0.67 -0.27 0.01  -0.3311
6 C -1.62 -1.43 0.51  -0.6241
7 C -1.28 0.66 -1.04  -0.6166
8 H 1.03 1.57 -0.22  0.2222
9 H 2.67 1.74 0.59  0.2463
10 H 1.37 1.01 1.52  0.2320
11 H -0.38 0.38 0.88  0.2208
12 H -1.09 -2.03 1.24  0.2217
13 H -1.88 -2.08 -0.33  0.2108
14 H -2.54 -1.06 1.01  0.2162
15 H -2.17 1.15 -0.66  0.2182
16 H -0.49 1.39 -1.12  0.2030
17 H -1.44 0.11 -1.97  0.2188